Record 1
{"formula": "C44H44N4O10S2Se2Ta", "method": "wB97M-V/def2-TZVPD", "species": ["Ta", "O", "C", "C", "C", "O", "C", "Se", "C", "Se", "H", "H", "H", "H", "H", "H", "H", "H", "H", "H", "C", "O", "C", "C", "C", "C", "C", "C", "O", "C", "O", "C", "H", "H", "H", "H", "H", "H", "H", "H", "H", "C", "C", "C", "C", "C", "C", "C", "S", "O", "O", "N", "C", "C", "O", "O", "H", "H", "H", "H", "H", "H", "H", "H", "H", "C", "C", "O", "S", "C", "C", "C", "C", "C", "C", "C", "C", "H", "H", "H", "H", "H", "H", "H", "C", "C", "N", "C", "C", "C", "C", "C", "C", "C", "C", "N", "C", "N", "H", "H", "H", "H", "H", "H", "H", "H", "H"], "xyz": [[1.261, -0.607, 0.769], [4.415, -4.223, 3.717], [5.290, -3.111, 3.809], [4.725, -1.914, 3.020], [5.800, -0.819, 3.147], [5.518, 0.403, 2.514], [4.548, -2.398, 1.583], [3.773, -1.173, 0.210], [3.387, -1.538, 3.658], [2.385, 0.046, 2.967], [4.776, -4.945, 4.236], [6.278, -3.364, 3.398], [5.420, -2.813, 4.859], [6.741, -1.238, 2.752], [5.942, -0.585, 4.207], [5.187, 0.206, 1.620], [3.890, -3.265, 1.609], [5.512, -2.705, 1.173], [3.537, -1.315, 4.716], [2.699, -2.378, 3.566], [2.720, -0.600, -5.407], [3.288, 0.676, -5.190], [3.231, 1.170, -3.922], [3.986, 2.312, -3.676], [4.009, 2.835, -2.407], [3.282, 2.292, -1.341], [3.421, 2.882, 0.004], [4.653, 3.693, 0.336], [2.593, 2.723, 0.870], [2.447, 1.154, -1.616], [1.662, 0.498, -0.771], [2.476, 0.613, -2.915], [2.954, -0.861, -6.437], [1.634, -0.592, -5.274], [3.154, -1.344, -4.733], [4.555, 2.750, -4.484], [4.596, 3.728, -2.236], [5.414, 3.670, -0.439], [5.054, 3.282, 1.262], [4.354, 4.722, 0.543], [1.881, -0.276, -3.073], [-1.152, -1.289, -6.734], [-1.102, -1.393, -5.233], [-0.844, -0.277, -4.445], [-0.743, -0.389, -3.066], [-0.904, -1.627, -2.471], [-1.184, -2.748, -3.239], [-1.294, -2.627, -4.612], [-0.486, -1.865, -0.756], [-1.302, -2.931, -0.238], [-0.678, -0.567, -0.104], [1.058, -2.171, -0.815], [1.355, -3.489, -0.274], [0.866, -3.488, 1.180], [0.535, -4.487, 1.764], [0.872, -2.267, 1.677], [-1.040, -0.256, -7.059], [-2.098, -1.673, -7.119], [-0.347, -1.879, -7.177], [-0.709, 0.692, -4.911], [-0.540, 0.476, -2.447], [-1.319, -3.697, -2.736], [-1.520, -3.498, -5.216], [2.432, -3.663, -0.308], [0.850, -4.295, -0.809], [-5.949, 2.631, -1.332], [-6.343, 4.073, -1.508], [-7.416, 4.434, -1.919], [-5.131, 5.324, -1.111], [-3.775, 4.403, -0.409], [-2.728, 3.972, -1.217], [-1.705, 3.227, -0.665], [-1.710, 2.892, 0.699], [-2.748, 3.374, 1.505], [-3.768, 4.128, 0.953], [-0.713, 2.002, 1.172], [0.104, 1.135, 1.412], [-6.810, 2.007, -1.566], [-5.615, 2.431, -0.315], [-5.126, 2.381, -2.002], [-2.728, 4.219, -2.272], [-0.884, 2.877, -1.279], [-2.755, 3.136, 2.560], [-4.576, 4.503, 1.569], [-1.842, 1.586, 4.890], [-0.773, 0.887, 4.354], [-0.899, -0.332, 3.838], [-2.094, -0.891, 3.830], [-3.244, -0.272, 4.332], [-3.096, 0.994, 4.881], [-4.530, -0.987, 4.355], [-5.185, -1.497, 3.305], [-4.861, -1.295, 1.882], [-5.431, -2.115, 0.907], [-5.132, -1.830, -0.413], [-4.347, -0.818, -0.768], [-3.847, -0.100, 0.233], [-4.074, -0.275, 1.525], [-1.695, 2.577, 5.299], [0.230, 1.297, 4.346], [-2.155, -1.897, 3.424], [-3.962, 1.514, 5.279], [-4.951, -1.144, 5.344], [-6.070, -2.098, 3.484], [-6.079, -2.938, 1.178], [-5.547, -2.419, -1.224], [-3.199, 0.727, -0.033]], "atomic_forces_ev_per_a": [[2.4, 2.7, 1.6], [-0.1, 0.0, 0.0], [0.1, 0.2, 0.0], [-0.1, 0.0, 0.0], [-0.1, -0.1, -0.1], [0.2, 0.0, -0.2], [-0.4, 0.3, -0.2], [0.9, -0.5, 0.0], [-0.2, 0.4, -0.5], [0.1, 0.1, 0.6], [0.0, 0.0, 0.0], [0.0, 0.0, 0.0], [0.0, 0.0, 0.0], [0.0, 0.0, 0.1], [0.1, -0.1, 0.0], [-0.2, 0.1, 0.1], [0.1, -0.1, -0.1], [0.0, 0.0, 0.0], [0.0, 0.0, 0.0], [0.0, 0.0, 0.1], [-0.1, -0.1, 0.0], [0.1, 0.0, 0.0], [0.0, 0.1, -0.1], [0.1, 0.1, -0.2], [-0.2, 0.0, 0.0], [-0.6, -0.8, -0.1], [-0.1, -0.1, 0.3], [0.2, 0.0, 0.0], [-0.3, -0.1, 0.1], [0.5, 0.1, -0.6], [0.8, 1.4, -0.3], [-0.2, -0.1, 0.2], [0.0, 0.0, 0.0], [0.1, 0.0, 0.0], [0.0, 0.0, 0.0], [0.0, 0.0, 0.0], [0.0, -0.1, 0.0], [0.1, 0.1, 0.1], [0.0, 0.0, 0.0], [0.0, 0.0, -0.1], [0.1, 0.0, 0.0], [0.0, 0.0, 0.1], [0.0, 0.0, 0.0], [-0.1, 0.0, 0.0], [-0.1, 0.1, 0.2], [0.1, 0.2, 0.1], [-0.1, -0.1, 0.2], [0.0, 0.1, 0.1], [-2.2, -2.4, -3.1], [-0.1, 0.1, -0.2], [-0.3, 0.0, -0.1], [-0.4, 0.3, 0.3], [-0.3, -0.2, 0.3], [0.3, -1.4, -0.3], [0.2, 0.3, 0.1], [-0.4, -0.9, 1.1], [0.0, 0.0, 0.0], [0.0, 0.0, 0.0], [0.0, 0.0, -0.1], [0.0, 0.0, 0.0], [0.1, 0.0, 0.0], [0.0, 0.0, -0.1], [0.0, 0.0, 0.0], [0.0, 0.2, 0.0], [0.0, 0.0, 0.0], [-0.2, -0.1, 0.0], [0.0, -0.1, 0.0], [0.1, 0.0, 0.0], [0.1, 0.1, 0.1], [-0.3, 0.2, -0.2], [0.0, 0.0, 0.1], [0.0, 0.0, 0.0], [-0.2, 0.1, -0.2], [0.0, 0.0, 0.0], [0.1, 0.0, -0.1], [0.3, 0.0, 0.4], [0.1, 0.4, 0.0], [0.0, 0.0, 0.0], [0.0, 0.0, 0.0], [0.0, 0.0, 0.0], [0.0, 0.0, 0.0], [0.0, 0.0, 0.0], [0.0, -0.1, 0.0], [0.0, 0.0, 0.0], [0.0, 0.0, 0.0], [-0.1, -0.1, 0.1], [0.0, -0.1, 0.1], [-0.2, 0.0, 0.1], [0.2, 0.0, 0.1], [0.0, -0.1, 0.0], [-0.2, -0.1, -0.3], [0.1, 0.1, 0.3], [0.0, 0.0, -0.3], [0.1, 0.1, 0.1], [-0.1, 0.0, 0.0], [0.1, 0.0, -0.1], [-0.1, 0.0, 0.0], [0.0, 0.0, 0.2], [0.0, 0.0, 0.0], [0.0, 0.1, -0.1], [0.0, 0.0, -0.1], [0.0, 0.0, 0.0], [-0.1, -0.1, 0.0], [0.0, 0.0, 0.0], [0.0, 0.0, 0.0], [0.0, -0.1, 0.0], [0.1, 0.0, 0.0]], "lowdin_charge": [1.32, -0.05, -0.23, -0.57, -0.25, -0.12, -0.45, 0.71, -0.44, 0.69, 0.09, 0.12, 0.13, 0.12, 0.13, -0.02, 0.05, 0.07, 0.06, 0.06, -0.07, -0.08, -0.28, -0.02, -0.04, -0.08, -0.41, -0.01, 0.05, -0.30, -0.35, 0.05, 0.09, 0.07, 0.10, 0.11, 0.10, 0.06, 0.09, 0.09, 0.10, -0.05, -0.28, -0.05, -0.05, -0.25, -0.05, -0.04, 0.58, -0.25, -0.40, -0.30, -0.19, -0.61, 0.11, -0.26, 0.07, 0.08, 0.08, 0.12, 0.11, 0.12, 0.11, 0.09, 0.12, -0.06, -0.75, -0.01, 1.01, -0.57, -0.10, -0.02, -0.24, -0.02, -0.11, -0.09, -0.19, 0.09, 0.07, 0.09, 0.11, 0.12, 0.10, 0.11, -0.07, -0.18, 0.08, -0.09, -0.23, -0.04, -0.04, -0.04, -0.27, -0.01, -0.13, 0.09, -0.19, 0.17, 0.10, 0.06, 0.13, 0.11, 0.11, 0.10, 0.10, 0.10, 0.10], "molar_mass_g_mol": 1191.86, "lumo_energy_ev": 2.04, "e_above_lowest_kcal_mol": 49.4, "gap_ev": 6.29, "homo_energy_ev": -4.2473, "charge": -1}

=====

Record 2
{"formula": "C44H45BrIIrN6O5S", "method": "wB97M-V/def2-TZVPD", "species": ["Ir", "C", "C", "N", "C", "C", "C", "O", "C", "C", "N", "C", "C", "C", "C", "C", "C", "I", "C", "O", "H", "H", "H", "H", "H", "H", "H", "H", "H", "H", "H", "H", "C", "O", "C", "C", "C", "Br", "C", "C", "C", "O", "C", "N", "C", "C", "C", "C", "C", "C", "N", "H", "H", "H", "H", "H", "H", "H", "H", "H", "H", "H", "C", "C", "C", "C", "N", "N", "H", "H", "H", "H", "H", "H", "H", "H", "H", "H", "H", "H", "O", "S", "C", "C", "C", "C", "C", "C", "C", "C", "C", "C", "C", "C", "H", "H", "H", "H", "H", "H", "H", "H", "H", "H"], "xyz": [[-0.394, 1.742, 0.206], [-0.381, -0.496, 4.328], [-1.757, -0.352, 3.763], [-2.693, -1.122, 4.205], [-3.990, -1.087, 3.741], [-4.428, -0.203, 2.834], [-5.890, -0.100, 2.492], [-6.087, -0.158, 1.078], [-3.459, 0.836, 2.362], [-3.084, 1.067, -0.281], [-2.187, 2.164, -0.630], [-2.521, 3.279, -1.285], [-3.696, 3.414, -2.073], [-3.931, 4.577, -2.766], [-3.035, 5.646, -2.693], [-1.890, 5.568, -1.888], [-1.654, 4.409, -1.204], [-0.107, 4.271, 0.206], [-2.023, 0.585, 2.668], [-1.071, 1.226, 2.144], [-0.457, -0.956, 5.310], [0.120, 0.470, 4.423], [0.217, -1.165, 3.704], [-4.647, -1.830, 4.173], [-6.288, 0.843, 2.884], [-6.416, -0.915, 2.992], [-7.024, -0.304, 0.904], [-3.837, 0.829, -1.033], [-4.387, 2.586, -2.152], [-4.819, 4.666, -3.378], [-3.230, 6.556, -3.245], [-1.230, 6.422, -1.805], [-3.722, 1.572, 1.054], [-2.069, 0.055, -0.294], [-2.062, -1.252, 0.147], [-3.129, -2.088, 0.362], [-2.839, -3.363, 0.848], [-4.275, -4.521, 1.220], [-1.541, -3.771, 1.093], [-0.467, -2.925, 0.799], [-0.740, -1.659, 0.313], [0.206, -0.719, -0.030], [0.913, -3.363, 1.058], [1.283, -3.984, 2.136], [2.640, -4.228, 1.965], [3.546, -4.855, 2.822], [4.853, -4.964, 2.399], [5.266, -4.464, 1.151], [4.386, -3.834, 0.294], [3.069, -3.725, 0.731], [1.945, -3.132, 0.175], [-3.630, 1.602, 3.157], [-4.795, 1.662, 0.905], [-3.335, 2.582, 1.192], [-4.148, -1.777, 0.186], [-1.332, -4.753, 1.494], [0.964, -0.681, 0.616], [3.220, -5.248, 3.776], [5.581, -5.453, 3.031], [6.299, -4.585, 0.854], [4.710, -3.460, -0.669], [1.831, -2.867, -0.790], [3.867, 1.442, 2.770], [3.241, 0.143, 2.264], [3.212, -0.894, 3.381], [3.986, -0.398, 1.048], [1.801, 0.331, 1.889], [1.592, 1.340, 0.880], [4.895, 1.256, 3.077], [3.330, 1.830, 3.639], [3.924, 2.224, 2.006], [4.227, -1.101, 3.716], [2.771, -1.831, 3.040], [2.651, -0.529, 4.245], [4.984, -0.718, 1.347], [4.122, 0.355, 0.265], [3.468, -1.266, 0.634], [1.278, 0.650, 2.701], [2.045, 1.006, 0.026], [2.101, 2.183, 1.150], [0.500, 1.890, -1.606], [-0.086, 1.006, -2.780], [0.080, 2.081, -4.167], [1.089, 3.036, -4.244], [1.172, 3.811, -5.387], [0.268, 3.624, -6.429], [-0.736, 2.671, -6.333], [-0.843, 1.893, -5.189], [1.124, -0.256, -3.004], [0.634, -1.548, -3.144], [1.537, -2.586, -3.341], [2.898, -2.320, -3.369], [3.374, -1.019, -3.212], [2.486, 0.028, -3.040], [1.786, 3.176, -3.429], [1.950, 4.558, -5.475], [0.350, 4.227, -7.323], [-1.435, 2.531, -7.146], [-1.621, 1.143, -5.103], [-0.431, -1.742, -3.114], [1.175, -3.595, -3.483], [3.599, -3.128, -3.531], [4.437, -0.822, -3.254], [2.847, 1.046, -2.954]], "atomic_forces_ev_per_a": [[0.7, -0.1, 0.0], [0.0, 0.0, 0.0], [0.0, 0.0, 0.0], [0.0, 0.0, 0.0], [0.0, -0.1, -0.1], [-0.1, 0.0, -0.2], [0.0, 0.0, -0.1], [0.2, -0.1, 0.0], [0.1, -0.1, -0.2], [0.2, -0.1, 0.1], [0.1, -0.1, -0.1], [0.0, 0.0, 0.0], [0.0, 0.0, 0.0], [0.0, 0.0, 0.0], [0.0, 0.0, 0.0], [0.0, 0.0, 0.0], [0.0, 0.0, 0.0], [-0.2, 0.1, 0.1], [-0.1, 0.2, 0.0], [0.1, -0.1, 0.0], [0.0, 0.0, 0.0], [0.0, 0.0, 0.0], [0.0, 0.0, 0.0], [0.0, 0.0, 0.0], [0.0, 0.0, 0.1], [0.0, 0.0, 0.0], [0.0, 0.0, 0.0], [0.0, 0.0, 0.0], [0.0, 0.0, 0.0], [0.0, 0.0, 0.0], [0.0, 0.0, 0.0], [0.0, 0.0, 0.0], [0.0, 0.0, 0.0], [-1.0, 0.1, -0.1], [0.2, 0.3, 0.0], [0.0, 0.1, 0.1], [-0.1, 0.0, 0.2], [0.0, 0.0, 0.0], [0.1, 0.0, -0.1], [0.0, 0.0, 0.1], [-0.1, -0.2, 0.1], [0.3, 0.4, 0.1], [0.1, 0.0, 0.1], [0.0, 0.0, 0.0], [0.1, 0.0, 0.0], [0.0, 0.0, 0.0], [0.0, 0.0, 0.0], [0.0, 0.0, 0.0], [0.0, 0.0, 0.0], [0.0, -0.1, 0.0], [-0.1, -0.1, 0.0], [0.1, 0.0, 0.0], [0.0, -0.1, -0.1], [-0.1, 0.0, 0.0], [-0.1, 0.1, 0.0], [0.0, 0.0, 0.0], [-0.4, -0.6, 0.3], [0.0, 0.0, 0.0], [0.0, 0.0, 0.0], [0.0, 0.0, 0.0], [0.0, 0.0, 0.0], [0.0, 0.0, -0.1], [0.0, 0.0, 0.0], [0.0, 0.0, 0.0], [0.0, 0.0, 0.0], [0.0, 0.0, 0.0], [-0.1, -0.1, -0.3], [0.1, 0.3, 0.1], [0.0, 0.0, 0.0], [0.0, 0.0, 0.0], [0.0, 0.0, 0.0], [0.0, 0.0, 0.0], [0.0, 0.0, 0.0], [0.0, 0.0, 0.0], [0.0, 0.0, 0.0], [0.0, 0.0, 0.0], [0.1, 0.1, 0.1], [-0.1, -0.1, -0.1], [0.1, 0.0, 0.0], [0.0, 0.1, -0.1], [0.0, 0.1, 0.1], [0.0, 0.0, 0.0], [0.0, 0.0, 0.0], [0.0, 0.0, 0.0], [0.0, 0.0, 0.0], [0.0, 0.0, 0.0], [0.0, 0.0, 0.0], [0.0, 0.0, 0.0], [0.0, 0.0, -0.1], [0.0, 0.0, 0.0], [0.0, 0.0, 0.0], [0.0, 0.0, 0.0], [0.0, 0.0, 0.0], [-0.1, 0.0, 0.0], [0.0, 0.0, 0.0], [0.0, 0.0, 0.0], [0.0, 0.0, 0.0], [0.0, 0.0, 0.0], [0.0, 0.0, 0.0], [0.0, 0.0, 0.0], [0.0, 0.0, 0.0], [0.0, 0.0, 0.0], [0.0, 0.0, 0.0], [0.0, 0.0, 0.0]], "lowdin_spin": [0.06, 0.00, 0.00, 0.00, 0.00, 0.00, 0.00, 0.00, 0.00, 0.02, 0.39, 0.04, 0.13, -0.01, 0.18, 0.00, 0.12, 0.01, 0.00, 0.00, 0.00, 0.00, 0.00, 0.00, 0.00, 0.00, 0.00, 0.00, 0.01, 0.00, 0.01, 0.00, 0.02, 0.00, 0.00, 0.00, 0.00, 0.00, 0.00, 0.00, 0.00, 0.00, 0.00, 0.00, 0.00, 0.00, 0.00, 0.00, 0.00, 0.00, 0.00, 0.00, 0.00, 0.00, 0.00, 0.00, 0.00, 0.00, 0.00, 0.00, 0.00, 0.00, 0.00, 0.00, 0.00, 0.00, 0.00, 0.00, 0.00, 0.00, 0.00, 0.00, 0.00, 0.00, 0.00, 0.00, 0.00, 0.00, 0.00, 0.00, 0.00, 0.00, 0.00, 0.00, 0.00, 0.00, 0.00, 0.00, 0.00, 0.00, 0.00, 0.00, 0.00, 0.00, 0.00, 0.00, 0.00, 0.00, 0.00, 0.00, 0.00, 0.00, 0.00, 0.00], "molar_mass_g_mol": 1168.97, "lumo_energy_ev": [-9.48, -10.42], "e_above_lowest_kcal_mol": 38.5, "gap_ev": [4.93, 3.99], "homo_energy_ev": [-14.4095, -14.4095], "charge": 3, "multiplicity": 2}